Formula: C49H47Ge2N5O4PS3Sn
Source: the Open Molecules 2025 dataset
Level of theory: ωB97M-V/def2-TZVPD

Geometry as ORCA input:
```
! wB97M-V def2-TZVPD RIJCOSX def2/J DEFGRID3
* xyz 0 2
Sn 0.22 -0.81 -0.73
C -1.59 3.13 1.77
C -1.04 2.06 0.86
N -0.71 0.87 1.20
N -0.71 0.51 2.51
C -0.73 -0.80 2.87
N -0.76 -1.02 4.19
S -0.72 -2.06 1.78
C -0.93 2.38 -0.59
C -1.05 3.68 -1.04
C -0.98 3.94 -2.40
C -0.80 2.89 -3.27
C -0.66 1.61 -2.75
N -0.72 1.36 -1.44
H -1.88 2.76 2.75
H -2.48 3.56 1.31
H -0.86 3.93 1.91
H -0.80 1.22 3.22
H -0.47 -0.30 4.84
H -0.60 -1.97 4.48
H -1.20 4.49 -0.34
H -1.06 4.95 -2.76
H -0.73 3.04 -4.34
H -0.51 0.75 -3.38
O -1.46 -1.20 -3.42
C -2.06 -1.66 -2.46
O -1.51 -2.02 -1.35
C -3.55 -1.87 -2.54
C -4.07 -2.64 -3.59
C -5.43 -2.86 -3.68
C -6.29 -2.29 -2.75
C -5.78 -1.51 -1.73
C -4.41 -1.30 -1.60
P -3.74 -0.22 -0.27
C -4.74 1.29 -0.61
C -4.46 1.91 -1.83
C -5.06 3.10 -2.19
C -5.94 3.73 -1.32
C -6.24 3.12 -0.11
C -5.64 1.92 0.25
C -4.42 -0.96 1.25
C -4.71 -2.32 1.29
C -5.06 -2.94 2.48
C -5.12 -2.20 3.66
C -4.81 -0.85 3.64
C -4.45 -0.24 2.45
H -3.39 -3.05 -4.32
H -5.82 -3.47 -4.48
H -7.36 -2.45 -2.83
H -6.46 -1.04 -1.02
H -3.77 1.43 -2.53
H -4.83 3.55 -3.15
H -6.41 4.66 -1.59
H -6.95 3.59 0.57
H -5.93 1.45 1.18
H -4.66 -2.91 0.38
H -5.27 -4.00 2.49
H -5.40 -2.68 4.59
H -4.84 -0.27 4.55
H -4.16 0.81 2.46
C 4.10 2.86 0.31
Ge 3.68 2.04 2.03
C 2.35 3.22 2.89
C 5.27 2.04 3.17
Ge 2.69 -0.19 1.74
C 3.81 -1.39 0.69
C 5.12 -1.03 0.38
C 5.91 -1.85 -0.42
C 5.39 -3.03 -0.94
C 4.08 -3.40 -0.64
C 3.30 -2.58 0.17
C 2.49 -0.99 3.53
C 2.33 -2.37 3.69
C 2.11 -2.92 4.95
C 2.05 -2.10 6.07
C 2.23 -0.74 5.93
C 2.44 -0.19 4.67
H 4.46 3.88 0.47
H 3.22 2.87 -0.32
H 4.86 2.29 -0.21
H 2.82 4.15 3.19
H 1.89 2.77 3.78
H 1.57 3.45 2.17
H 5.61 3.07 3.27
H 6.07 1.44 2.74
H 5.05 1.65 4.17
H 5.54 -0.10 0.74
H 6.91 -1.55 -0.68
H 5.99 -3.64 -1.59
H 3.67 -4.31 -1.05
H 2.28 -2.88 0.38
H 2.38 -3.02 2.83
H 1.98 -3.99 5.05
H 1.88 -2.54 7.05
H 2.21 -0.09 6.81
H 2.58 0.88 4.58
O 6.57 1.04 -4.50
S 6.01 -0.03 -3.73
O 6.91 -0.96 -3.10
N 4.94 0.57 -2.62
C 3.72 0.23 -2.91
S 2.35 0.77 -2.04
C 3.58 -0.67 -4.11
C 2.44 -1.24 -4.64
C 2.57 -2.04 -5.77
C 3.81 -2.25 -6.36
C 4.96 -1.69 -5.81
C 4.81 -0.91 -4.69
H 1.47 -1.08 -4.17
H 1.69 -2.50 -6.21
H 3.89 -2.88 -7.24
H 5.94 -1.86 -6.25
*
```

Output
LUMO level (alpha / beta), eV: -0.9055 / -1.1950
Gap between HOMO and LUMO (alpha / beta), eV: 5.951 / 6.136
ΔE to the lowest compared entry with this formula, charge and spin, kJ/mol: 105.9

Formula: C45H41N3O7P2S2Ti
Source: the Open Molecules 2025 dataset
Level of theory: ωB97M-V/def2-TZVPD

Geometry as ORCA input:
```
! wB97M-V def2-TZVPD RIJCOSX def2/J DEFGRID3
* xyz -1 2
Ti 0.15 -0.23 -0.03
O -1.62 1.64 3.03
C -1.13 0.85 2.26
O -0.41 1.14 1.18
C -1.29 -0.64 2.38
C -2.08 -1.33 3.26
C -2.26 -2.70 3.08
C -1.72 -3.32 1.97
C -0.94 -2.59 1.11
N -0.66 -1.29 1.37
C -0.42 -3.01 -0.24
O -0.57 -4.10 -0.72
O 0.19 -1.96 -0.82
H -2.57 -0.78 4.06
H -2.88 -3.26 3.78
H -1.90 -4.37 1.73
S 2.04 3.13 0.70
P 2.91 1.36 1.12
C 2.21 -0.09 0.47
P 3.15 -1.51 0.10
S 3.45 -2.00 -1.84
C 4.84 -1.67 0.93
C 5.97 -1.89 0.16
C 7.22 -2.10 0.74
C 7.35 -2.11 2.13
C 6.22 -1.91 2.91
C 4.98 -1.70 2.31
C 2.42 -2.96 0.99
C 2.54 -4.25 0.50
C 2.11 -5.33 1.26
C 1.56 -5.13 2.52
C 1.43 -3.84 3.01
C 1.85 -2.76 2.24
C 2.99 1.32 2.96
C 4.08 0.86 3.70
C 4.03 0.77 5.09
C 2.87 1.14 5.76
C 1.79 1.63 5.04
C 1.86 1.73 3.66
C 4.65 1.64 0.58
C 5.49 2.48 1.31
C 6.73 2.86 0.81
C 7.15 2.42 -0.44
C 6.31 1.60 -1.18
C 5.08 1.22 -0.68
H 5.87 -1.89 -0.92
H 8.09 -2.26 0.11
H 8.31 -2.29 2.59
H 6.30 -1.92 3.99
H 4.12 -1.56 2.95
H 2.96 -4.40 -0.49
H 2.20 -6.34 0.86
H 1.22 -5.98 3.11
H 0.98 -3.67 3.98
H 1.72 -1.74 2.61
H 4.99 0.56 3.19
H 4.89 0.41 5.64
H 2.83 1.07 6.84
H 0.88 1.94 5.55
H 1.03 2.16 3.11
H 5.16 2.87 2.27
H 7.37 3.51 1.40
H 8.12 2.71 -0.83
H 6.63 1.25 -2.16
H 4.44 0.57 -1.27
C 0.64 0.50 -4.55
C 0.31 -0.10 -3.18
N 0.69 0.85 -2.10
C 2.08 1.32 -2.38
C 2.06 2.27 -3.59
N 0.79 1.99 -4.36
C -0.39 2.52 -3.57
C -0.20 2.06 -2.13
H -0.15 0.33 -5.28
H 1.59 0.15 -4.95
H 0.87 -1.02 -3.03
H -0.75 -0.30 -3.11
H 2.69 0.43 -2.56
H 2.46 1.85 -1.52
H 2.90 2.10 -4.26
H 2.02 3.32 -3.29
H 0.82 2.45 -5.26
H -1.29 2.10 -4.00
H -0.39 3.60 -3.67
H -1.17 1.81 -1.73
H 0.27 2.81 -1.50
O -4.20 -1.43 -3.95
C -4.32 -1.97 -2.72
C -5.10 -3.12 -2.57
C -5.28 -3.68 -1.32
C -4.71 -3.10 -0.19
C -3.92 -1.97 -0.34
C -3.70 -1.41 -1.59
C -2.77 -0.24 -1.74
O -2.84 0.44 -2.80
O -1.95 -0.03 -0.80
H -3.72 -0.58 -3.79
H -5.55 -3.56 -3.46
H -5.89 -4.57 -1.22
H -4.86 -3.53 0.79
H -3.44 -1.51 0.51
*
```

Output
LUMO level (alpha / beta), eV: 1.3155 / 1.3149
Gap between HOMO and LUMO (alpha / beta), eV: 4.625 / 5.653
ΔE to the lowest compared entry with this formula, charge and spin, kJ/mol: 0.0

Formula: C27H28FeN3Se2Te2
Source: the Open Molecules 2025 dataset
Level of theory: ωB97M-V/def2-TZVPD

Geometry as ORCA input:
```
! wB97M-V def2-TZVPD RIJCOSX def2/J DEFGRID3
* xyz -1 1
Fe -0.79 2.84 1.75
C -1.34 -1.01 -3.96
C -1.43 0.51 -4.12
C -0.27 1.00 -5.01
C -2.75 0.85 -4.82
C -1.32 1.17 -2.75
C -2.31 1.97 -2.20
C -2.13 2.52 -0.94
N -1.03 2.34 -0.21
C -0.09 1.55 -0.73
C -0.19 0.97 -1.97
C 1.06 1.30 0.18
C 2.11 0.46 -0.18
C 3.12 0.19 0.73
C 3.01 0.79 1.97
C 1.94 1.62 2.26
N 0.97 1.89 1.36
C 4.30 -0.72 0.41
C 5.60 0.08 0.54
C 4.22 -1.30 -1.00
C 4.32 -1.89 1.41
H -1.43 -1.50 -4.93
H -2.14 -1.38 -3.32
H -0.39 -1.32 -3.51
H -0.35 0.54 -6.00
H 0.70 0.73 -4.59
H -0.30 2.08 -5.13
H -2.78 0.36 -5.79
H -2.86 1.93 -4.98
H -3.61 0.50 -4.24
H -3.23 2.17 -2.72
H -2.90 3.14 -0.49
H 0.61 0.34 -2.34
H 2.13 0.01 -1.16
H 3.74 0.63 2.75
H 1.84 2.09 3.22
H 5.60 0.93 -0.14
H 6.46 -0.56 0.29
H 5.74 0.46 1.55
H 4.23 -0.52 -1.76
H 3.32 -1.91 -1.15
H 5.09 -1.94 -1.18
H 4.44 -1.54 2.43
H 5.14 -2.56 1.18
H 3.39 -2.46 1.36
Se 0.18 3.71 3.74
Te -1.45 4.70 5.38
Te -3.61 5.09 3.73
Se -2.63 4.35 1.54
N -4.48 -6.10 4.06
C -4.06 -5.06 3.79
C -3.52 -3.77 3.44
C -4.23 -2.60 3.74
C -3.71 -1.37 3.41
C -2.46 -1.25 2.77
C -1.77 -2.44 2.48
C -2.28 -3.67 2.81
C -1.92 0.02 2.43
C -1.50 1.14 2.17
H -5.19 -2.68 4.23
H -4.26 -0.46 3.64
H -0.80 -2.36 2.00
H -1.73 -4.58 2.59
*
```

Output
LUMO level, eV: 1.8034
Gap between HOMO and LUMO, eV: 4.866

Formula: CFIN2O4
Source: the Open Molecules 2025 dataset
Level of theory: ωB97M-V/def2-TZVPD

Geometry as ORCA input:
```
! wB97M-V def2-TZVPD RIJCOSX def2/J DEFGRID3
* xyz 0 1
O -1.20 -1.33 0.16
N -0.04 -1.40 0.24
O 0.67 -2.12 0.87
C 0.63 -0.28 -0.55
F 0.78 -0.63 -1.83
I 2.82 0.19 0.36
N -0.10 1.06 -0.49
O 0.08 1.82 0.43
O -0.81 1.11 -1.45
*
```

Output
SMILES string: O=[N+]([O-])C(F)(I)[N+](=O)[O-]
LUMO level, eV: -1.8364
Gap between HOMO and LUMO, eV: 8.622
ΔE to the lowest compared entry with this formula, charge and spin, kJ/mol: 39.6